Computed, not measured: a structure of composition C45H41FIN8O19PS in a non-equilibrium geometry, with the ωB97M-V functional and the def2-TZVPD basis.

CARTESIAN COORDINATES (ANGSTROEM)
1 N 0.216 -5.090 6.315
2 C 1.122 -5.899 5.469
3 C 0.389 -7.087 4.744
4 O 1.184 -8.284 4.493
5 S 0.194 -9.444 5.182
6 O 0.360 -10.840 4.741
7 O 0.580 -9.356 6.619
8 O -1.256 -8.770 4.751
9 C -1.124 -7.365 5.085
10 F -1.443 -7.390 6.458
11 P -2.461 -6.192 4.404
12 O -3.108 -5.417 5.776
13 I -1.446 -4.365 3.137
14 H 0.641 -5.066 7.242
15 H 0.287 -4.132 5.972
16 H 1.955 -6.332 6.079
17 H 1.543 -5.236 4.675
18 H 0.296 -6.692 3.692
19 H -3.638 -6.096 6.220
20 C 1.830 -2.060 -2.679
21 C 0.640 -1.360 -2.519
22 C 0.104 -1.181 -1.251
23 C 0.771 -1.705 -0.151
24 C 1.957 -2.413 -0.301
25 C 2.485 -2.590 -1.572
26 N 0.222 -1.497 1.187
27 O -0.826 -0.891 1.284
28 O 0.846 -1.942 2.133
29 H 2.248 -2.193 -3.670
30 H 0.131 -0.950 -3.383
31 H -0.823 -0.635 -1.139
32 H 2.475 -2.826 0.555
33 H 3.410 -3.138 -1.701
34 C -4.251 4.589 -0.126
35 C -3.178 4.580 -1.011
36 C -2.783 3.393 -1.612
37 C -3.475 2.224 -1.324
38 C -4.543 2.220 -0.435
39 C -4.929 3.410 0.165
40 N -3.077 0.977 -1.977
41 O -2.130 1.015 -2.739
42 O -3.719 -0.023 -1.728
43 H -4.560 5.518 0.338
44 H -2.652 5.499 -1.233
45 H -1.947 3.396 -2.298
46 H -5.078 1.308 -0.206
47 H -5.762 3.421 0.856
48 C -3.723 6.256 -7.494
49 C -3.797 6.875 -6.252
50 C -2.983 6.447 -5.213
51 C -2.097 5.399 -5.432
52 C -2.022 4.768 -6.668
53 C -2.841 5.202 -7.701
54 N -1.220 4.965 -4.347
55 O -1.322 5.525 -3.272
56 O -0.431 4.069 -4.567
57 H -4.356 6.597 -8.305
58 H -4.487 7.694 -6.095
59 H -3.046 6.935 -4.250
60 H -1.336 3.949 -6.839
61 H -2.791 4.721 -8.670
62 C 2.805 2.247 6.312
63 C 3.569 1.386 5.534
64 C 3.116 0.103 5.268
65 C 1.893 -0.306 5.784
66 C 1.124 0.544 6.569
67 C 1.587 1.826 6.832
68 N 1.403 -1.649 5.485
69 O 2.107 -2.375 4.813
70 O 0.315 -1.969 5.924
71 H 3.160 3.251 6.513
72 H 4.518 1.718 5.132
73 H 3.717 -0.561 4.661
74 H 0.174 0.225 6.975
75 H 0.995 2.499 7.440
76 C 3.978 3.538 -5.532
77 C 4.755 2.659 -6.279
78 C 4.303 1.370 -6.528
79 C 3.068 0.976 -6.028
80 C 2.287 1.845 -5.276
81 C 2.748 3.130 -5.029
82 N 2.576 -0.373 -6.306
83 O 3.291 -1.115 -6.949
84 O 1.480 -0.677 -5.880
85 H 4.332 4.544 -5.343
86 H 5.714 2.979 -6.668
87 H 4.914 0.692 -7.109
88 H 1.327 1.538 -4.882
89 H 2.146 3.815 -4.445
90 C -9.033 0.135 -3.090
91 C -7.780 -0.280 -3.525
92 C -7.030 0.534 -4.363
93 C -7.544 1.762 -4.754
94 C -8.798 2.184 -4.332
95 C -9.543 1.363 -3.496
96 N -6.742 2.628 -5.617
97 O -5.659 2.215 -5.978
98 O -7.200 3.712 -5.920
99 H -9.613 -0.500 -2.431
100 H -7.386 -1.237 -3.209
101 H -6.056 0.200 -4.696
102 H -9.201 3.140 -4.640
103 H -10.521 1.682 -3.157
104 C 9.148 -2.256 3.795
105 C 9.598 -0.978 4.107
106 C 8.836 -0.152 4.922
107 C 7.627 -0.621 5.421
108 C 7.165 -1.894 5.109
109 C 7.932 -2.712 4.292
110 N 6.832 0.236 6.300
111 O 7.251 1.351 6.538
112 O 5.796 -0.217 6.743
113 H 9.749 -2.900 3.163
114 H 10.545 -0.627 3.717
115 H 9.193 0.840 5.160
116 H 6.222 -2.257 5.494
117 H 7.585 -3.706 4.044

Atomic forces in eV per Å
0.9798 -0.0118 -0.2995
0.3060 -0.5893 0.3987
-0.2453 2.6758 -2.3833
-2.5667 -1.3935 1.0572
3.4875 -2.8370 3.7390
-1.1063 3.6319 -0.9362
-2.0300 0.7443 -3.1154
1.0474 0.0746 -0.2940
1.9484 -0.6217 2.5426
0.4283 0.3340 -0.8101
-2.0503 -0.0151 0.0267
1.3028 -0.7957 -1.4820
0.1753 -0.2620 0.6814
-0.4949 -0.0378 -0.0945
-0.3170 -0.1265 0.1698
-0.5954 0.2688 -0.6211
-0.0969 -0.7096 0.5694
-0.1735 -0.4211 0.8002
0.0089 0.1282 0.0768
0.0298 -0.0023 0.0301
0.1182 -0.0620 0.0531
-0.1202 0.0927 -0.0281
0.2832 -0.0910 -0.6715
0.1593 -0.0930 0.0665
-0.1981 0.1331 -0.0210
-0.0788 0.0868 0.0690
-0.0551 0.0038 0.0100
0.0249 -0.0576 0.0649
-0.0647 -0.0007 0.0363
-0.0101 -0.0100 0.0694
0.0631 -0.0691 0.1350
-0.1672 0.1009 0.0618
-0.0450 0.0128 0.0469
0.0158 -0.0739 -0.0249
-0.1878 -0.1092 0.1482
0.0684 0.0440 -0.0758
-0.2006 0.6530 0.3075
-0.1473 -0.0930 0.0706
0.1574 0.0754 -0.1352
0.0023 -0.1045 -0.0951
0.0742 -0.0230 0.0057
-0.0175 -0.0632 0.0154
0.0230 -0.0504 -0.0128
0.0232 -0.0985 -0.0325
-0.0477 -0.1900 0.0650
0.1495 -0.0364 -0.1288
0.0384 -0.0476 -0.0344
0.0257 -0.0204 0.0093
0.1052 -0.1464 -0.0882
-0.0567 0.1046 0.1111
-0.4085 0.2070 -0.5321
0.0836 -0.1023 -0.0876
-0.0417 0.1410 0.1784
0.1018 -0.0115 0.0597
-0.0163 0.1900 0.0286
0.0428 -0.1392 -0.1134
0.0171 -0.0351 0.0505
0.0361 -0.0495 0.0342
0.1362 -0.1380 -0.0003
0.0093 0.0575 0.1866
0.0187 -0.0189 0.0728
-0.0029 -0.0242 -0.0302
-0.2470 0.0473 0.0675
0.0718 -0.0145 -0.1320
0.2282 0.6654 0.0871
-0.1537 0.0443 0.1059
0.1636 -0.0994 -0.1287
0.0516 -0.1242 -0.1615
0.0662 -0.1003 0.0873
-0.0907 0.0136 0.0831
-0.0046 -0.0611 0.0023
-0.0362 -0.0338 0.0312
-0.1731 -0.0898 0.0535
0.0785 -0.1446 -0.1210
0.0009 -0.0648 -0.0210
-0.0126 -0.0673 -0.0195
-0.1875 -0.0058 0.0980
0.1355 -0.0257 -0.0880
0.2357 0.7026 0.1249
-0.1683 -0.0137 0.0841
0.1821 0.0119 -0.0687
-0.0257 -0.1715 -0.0480
0.0670 -0.0241 -0.0189
-0.0725 -0.0075 0.0870
-0.0149 -0.0555 -0.0006
-0.0394 -0.0580 0.0038
-0.1757 -0.0866 0.0453
0.0655 -0.1069 -0.0997
-0.0345 -0.0906 -0.0349
0.0076 0.0425 -0.0264
-0.1576 0.1290 0.0174
0.1622 -0.1307 0.0057
-0.4142 -0.4210 0.4545
-0.1213 0.1029 0.0234
0.2002 -0.1196 -0.0299
0.1449 0.1178 -0.1357
0.0745 -0.0096 -0.0255
-0.0719 0.0583 0.0031
0.0267 0.0292 -0.0436
0.0255 0.0594 -0.0379
-0.0342 0.1867 -0.0578
0.1869 -0.0242 -0.0756
0.0499 0.0188 -0.0416
-0.0141 0.0142 0.0131
-0.1708 -0.1304 0.0349
0.1068 0.1068 -0.0058
0.4174 -0.4359 -0.4489
-0.1231 -0.1080 0.0196
0.1306 0.1724 -0.0040
-0.0685 0.0920 0.1513
0.0323 0.0836 -0.0450
-0.0061 -0.1021 0.0606
-0.0357 0.0360 0.0280
-0.0545 0.0188 0.0354
-0.1733 -0.0373 0.1014
0.0409 0.1762 0.0741
-0.0206 0.0564 0.0361

Maximum force = 0.1137 hartree/bohr
Total charge = 0

---

Computed, not measured: the molecule C3H5N3OS in a non-equilibrium geometry, with the ωB97M-V functional and the def2-TZVPD basis.

CARTESIAN COORDINATES (ANGSTROEM)
1 H 1.653 -1.055 2.255
2 N 1.453 -0.193 1.842
3 C 0.776 -0.400 0.780
4 C 0.367 -1.591 0.026
5 C -0.451 -1.172 -1.008
6 N -1.115 -1.870 -2.000
7 O -0.513 0.174 -1.044
8 N 0.339 0.702 -0.020
9 S -0.252 2.087 0.733
10 H 0.777 -2.578 0.161
11 H -0.734 -2.785 -2.212
12 H -1.436 -1.374 -2.824
13 H -1.014 1.522 1.698

Atomic forces in eV per Å
0.5840 -1.6377 0.8844
-1.0719 1.3813 -1.1866
0.5436 -0.4896 -0.6173
-0.6910 0.5954 -0.7450
1.6232 -0.3403 0.8920
0.3929 0.3519 0.4003
-1.1865 0.0374 -0.6195
0.0624 -0.2488 0.4613
-0.0476 0.0124 -0.1829
-0.2925 -0.0327 0.2107
-0.1220 0.2844 0.2156
0.1969 0.1461 0.3835
0.0085 -0.0597 -0.0964

Maximum force = 0.0411 hartree/bohr
Total charge = 0

---

no.,electronic energy (eV),HOMO energy (eV)
1,-129074.676,-8.7
2,-20542.651,-8.3